Formula: C15H11Cl6NO3
Source: the Open Molecules 2025 dataset
Level of theory: the ωB97M-V functional and the def2-TZVPD basis

For the HOMO energy, the calculation gives -7.21 eV. The value obtained for the electronic energy is -98498.2326 eV. Its gap between HOMO and LUMO is 5.544 eV. The energy above the lowest of the compared OMol25 structures with the same formula, charge and spin comes out at 0.0 kcal per mole.

The geometry in ORCA input format:
```
! RIJCOSX wB97M-V def2-TZVPD def2/J DEFGRID3
* xyz 0 1
Cl -0.223 1.118 -0.171
C -0.362 2.857 -0.326
Cl 0.590 3.398 -1.686
C -1.793 3.166 -0.642
O -2.340 2.601 -1.569
C -2.494 4.128 0.159
Cl -4.131 4.502 -0.249
C -1.916 4.737 1.229
Cl -2.814 5.890 2.131
C -0.587 4.417 1.611
Cl 0.119 5.194 3.010
C 0.145 3.522 0.903
Cl 1.752 3.166 1.433
C 4.714 -0.294 0.756
C 3.437 -0.525 -0.013
O 2.587 -1.425 0.647
C 1.491 -1.685 -0.148
C 0.512 -2.511 0.438
N -0.653 -2.909 -0.189
C -0.884 -2.691 -1.522
C -2.053 -3.080 -2.103
C -3.038 -3.684 -1.340
C -2.815 -3.895 0.010
C -1.625 -3.523 0.567
O 1.368 -1.224 -1.289
H 5.362 0.424 0.243
H 4.502 0.080 1.762
H 5.264 -1.231 0.874
H 2.869 0.406 -0.164
H 3.641 -0.946 -1.005
H 0.671 -2.816 1.454
H -0.111 -2.214 -2.098
H -2.212 -2.930 -3.156
H -3.973 -3.987 -1.791
H -3.580 -4.343 0.624
H -1.417 -3.694 1.610
*
```